An isolated molecule of C2H3FS3 at a distorted geometry, computed with wB97M-V/def2-TZVPD.

```
9
Properties=species:S:1:pos:R:3
S -1.40041 -1.80718 0.98881
S -1.31881 -1.69646 -0.91829
S -0.15370 0.15137 -1.62803
F 1.62231 -0.10798 1.19207
C 0.79029 0.93583 0.89638
C 0.11192 1.14345 -0.19916
H 1.02004 1.69779 1.50113
H -0.43469 2.06958 -0.25837
H -0.23693 -2.38639 -1.57456
```

Output
energy above the lowest of the compared OMol25 structures with the same formula, charge and spin	34.6	kcal per mole
LUMO level	-0.905	eV
HOMO energy	-8.7087	eV
DFT total energy	-37343.409	eV
largest force on an atom	3.86	eV Å⁻¹